{"formula": "C24H23N3O5RuS2", "method": "ωB97M-V/def2-TZVPD", "e_homo_ha": [-0.2728, -0.2728], "largest_force_ha_per_bohr": 0.0389, "spin_multiplicity": 5, "orbital_gap_ev": [6.037, 3.378], "elements": ["Ru", "C", "C", "O", "C", "C", "C", "N", "N", "C", "O", "C", "C", "C", "C", "C", "C", "H", "H", "H", "H", "H", "H", "H", "H", "H", "H", "H", "H", "S", "C", "C", "C", "C", "C", "C", "H", "H", "H", "H", "H", "N", "C", "C", "C", "C", "C", "C", "S", "O", "O", "O", "H", "H", "H", "H", "H", "H"], "coordinates": [[0.4497, 0.6039, -0.2743], [-1.0766, -0.5736, -4.1961], [-1.0232, -0.1666, -2.7466], [0.1099, 0.1096, -2.2581], [-2.2433, -0.1459, -2.0566], [-2.4324, 0.0297, -0.6900], [-3.8095, -0.0926, -0.1143], [-1.4283, 0.2629, 0.1609], [-1.7349, 0.2601, 1.4578], [-0.6954, 0.4454, 2.2495], [0.4867, 0.5772, 1.7823], [-0.9485, 0.5017, 3.6912], [0.1165, 0.5382, 4.5893], [-0.1340, 0.6512, 5.9436], [-1.4389, 0.7441, 6.4035], [-2.5011, 0.6977, 5.5119], [-2.2598, 0.5722, 4.1601], [-0.0711, -0.7151, -4.5791], [-1.5786, 0.1984, -4.7750], [-1.6389, -1.4985, -4.3011], [-3.1250, -0.3300, -2.6523], [-4.5394, -0.2854, -0.8944], [-4.0575, 0.8209, 0.4237], [-3.8287, -0.8990, 0.6187], [1.1237, 0.4841, 4.2058], [0.6903, 0.6729, 6.6409], [-1.6313, 0.8515, 7.4606], [-3.5211, 0.7655, 5.8647], [-3.0686, 0.5450, 3.4470], [0.8236, 3.1041, -0.6746], [-0.4141, 4.3323, -0.5707], [-0.7674, 5.0257, -1.7297], [-1.7104, 6.0302, -1.6653], [-2.2913, 6.3624, -0.4518], [-1.9145, 5.6969, 0.7045], [-0.9823, 4.6787, 0.6550], [-0.2929, 4.7669, -2.6644], [-1.9812, 6.5633, -2.5646], [-3.0284, 7.1476, -0.4088], [-2.3467, 5.9872, 1.6506], [-0.6808, 4.1653, 1.5583], [2.6295, 0.6247, -0.6579], [3.4313, -0.2290, 0.1627], [4.7130, 0.1497, 0.5489], [5.4961, -0.7210, 1.2941], [4.9636, -1.9390, 1.6355], [3.6947, -2.3356, 1.2842], [2.9154, -1.4665, 0.5369], [6.0843, -3.1711, 2.4241], [6.5693, -3.7964, 1.2064], [7.0334, -2.3487, 3.1368], [5.1802, -3.9602, 3.2277], [2.9922, 1.5810, -0.6500], [2.6340, 0.3064, -1.6321], [5.0959, 1.1179, 0.2597], [6.5011, -0.4755, 1.6002], [3.3416, -3.3055, 1.5928], [1.9004, -1.7343, 0.2373]]}

=====

{"formula": "C18H34BBrN4O2", "method": "ωB97M-V/def2-TZVPD", "e_homo_ha": -0.3401, "largest_force_ha_per_bohr": 0.1955, "orbital_gap_ev": 9.141, "smiles": "NCCCCB(O)CC(=O)Br.CCCC#N.CCCC#N.CCCC#N", "elements": ["N", "C", "C", "C", "C", "B", "O", "C", "C", "O", "Br", "H", "H", "H", "H", "H", "H", "H", "H", "H", "H", "H", "H", "H", "C", "C", "C", "C", "N", "H", "H", "H", "H", "H", "H", "H", "C", "C", "C", "C", "N", "H", "H", "H", "H", "H", "H", "H", "C", "C", "C", "C", "N", "H", "H", "H", "H", "H", "H", "H"], "coordinates": [[-6.3891, -1.8600, 0.9860], [-5.8819, -0.6870, 0.1327], [-4.2450, -0.9253, -0.0471], [-3.7949, -0.0584, -1.3658], [-3.2245, 1.4674, -0.9911], [-3.3860, 2.3454, -2.3895], [-2.3701, 2.0355, -3.4567], [-4.5579, 3.4577, -2.6956], [-6.0396, 2.7780, -3.0645], [-6.2005, 1.6947, -3.8306], [-7.6470, 3.7325, -2.3146], [-6.5059, -2.6435, 0.2996], [-7.3670, -1.6337, 1.3396], [-6.4658, -0.7579, -0.9037], [-6.1418, 0.3562, 0.6197], [-3.6446, -0.6819, 0.9306], [-4.1339, -2.0814, -0.3224], [-2.9502, -0.5553, -2.0106], [-4.7305, 0.1447, -2.0783], [-3.7598, 1.9384, -0.0631], [-2.0615, 1.4242, -0.7255], [-2.9274, 1.5179, -4.1356], [-4.6901, 4.2436, -1.8326], [-4.2346, 4.0189, -3.6960], [0.6228, -0.3594, -1.3708], [1.7853, 0.4604, -0.8199], [2.3696, -0.1255, 0.4669], [1.2994, -0.1643, 1.5456], [0.4117, -0.1965, 2.4405], [-0.2197, -0.3862, -0.6725], [0.2567, 0.0798, -2.3041], [0.9329, -1.3903, -1.5773], [1.4414, 1.4862, -0.6391], [2.5735, 0.5142, -1.5791], [3.2071, 0.4894, 0.8132], [2.7430, -1.1405, 0.2927], [1.7108, -3.2811, 4.0986], [1.8941, -4.7932, 4.1816], [2.9264, -5.3231, 3.1845], [2.4815, -5.0040, 1.7665], [2.1124, -4.7393, 0.5902], [1.3315, -2.9730, 3.1191], [0.9866, -2.9445, 4.8472], [2.6578, -2.7605, 4.2815], [0.9256, -5.2778, 4.0073], [2.2085, -5.0579, 5.1972], [3.0311, -6.4078, 3.2930], [3.9059, -4.8676, 3.3662], [5.9855, 4.2528, -0.9210], [5.6057, 3.2318, 0.1468], [6.0731, 1.8149, -0.1917], [5.4324, 1.3600, -1.4929], [4.9009, 0.9826, -2.5723], [5.5116, 4.0282, -1.8818], [5.6572, 5.2537, -0.6236], [7.0712, 4.2799, -1.0695], [4.5166, 3.2432, 0.2768], [6.0473, 3.5359, 1.1023], [5.7893, 1.1243, 0.6095], [7.1631, 1.7840, -0.2963]]}

=====

{"formula": "C3H12O3", "method": "ωB97M-V/def2-TZVPD", "e_homo_ha": -0.3608, "largest_force_ha_per_bohr": 0.0264, "orbital_gap_ev": 10.573, "smiles": "CO.CO.CO", "elements": ["C", "O", "H", "H", "H", "H", "C", "O", "H", "H", "H", "H", "C", "O", "H", "H", "H", "H"], "coordinates": [[1.6692, -1.6337, -0.2507], [0.6649, -0.6381, -0.3533], [1.7148, -2.1647, 0.7053], [1.5425, -2.4359, -0.9854], [2.6466, -1.1533, -0.3534], [1.0331, 0.1066, -0.8417], [-0.7572, 2.1172, -2.0206], [0.3989, 2.2318, -1.2052], [-1.5437, 1.5118, -1.5649], [-1.1963, 3.1052, -2.1977], [-0.5100, 1.7063, -2.9957], [0.0975, 2.3265, -0.2961], [-0.9344, -0.9683, 2.3844], [-1.6985, -0.4803, 1.3120], [-1.5474, -1.0654, 3.2753], [-0.3721, -1.8795, 2.1518], [-0.1158, -0.2857, 2.6759], [-1.0920, -0.4006, 0.5597]]}

=====

{"formula": "C9H12N2OS", "method": "ωB97M-V/def2-TZVPD", "e_homo_ha": [-0.1731, -0.3472], "largest_force_ha_per_bohr": 0.1479, "spin_multiplicity": 3, "orbital_gap_ev": [5.389, 7.672], "elements": ["C", "C", "C", "C", "C", "C", "C", "C", "C", "N", "N", "O", "S", "H", "H", "H", "H", "H", "H", "H", "H", "H", "H", "H", "H"], "coordinates": [[2.1746, 1.4947, -0.1157], [3.2613, 0.7632, -0.3594], [-0.8895, -0.9130, -0.5976], [-0.1987, 1.3519, -0.0240], [-1.3217, 0.2901, 0.2086], [1.3060, -0.6981, 0.2611], [-1.7240, -1.6760, -1.5715], [-2.5943, 1.0709, 0.0400], [1.3889, -1.0460, 1.7657], [0.2894, -1.3671, -0.4346], [1.0270, 0.8329, 0.2052], [-0.5496, 2.4314, -0.4958], [2.8776, -0.9466, -0.5499], [2.1161, 2.5328, -0.0721], [4.2448, 1.1880, -0.4712], [-1.1637, -0.0017, 1.2311], [-1.8474, -2.6341, -1.0486], [-1.0647, -1.8039, -2.4294], [-2.7777, -1.2071, -1.9477], [-2.4733, 1.6243, -0.9931], [-2.7611, 1.7420, 0.9473], [-3.4186, 0.3713, 0.0319], [1.8396, -0.2162, 2.3130], [1.8951, -2.0577, 1.9168], [0.3640, -1.1262, 2.1898]]}

=====

{"formula": "C15H30F5MgN4OSSi2Te", "method": "ωB97M-V/def2-TZVPD", "e_homo_ha": -0.1536, "largest_force_ha_per_bohr": 0.0166, "orbital_gap_ev": 4.514, "total_charge": -1, "elements": ["Mg", "C", "Si", "C", "C", "N", "C", "C", "C", "C", "C", "C", "N", "Si", "C", "C", "C", "H", "H", "H", "H", "H", "H", "H", "H", "H", "H", "H", "H", "H", "H", "H", "H", "H", "H", "H", "H", "H", "H", "F", "Te", "F", "F", "F", "F", "O", "C", "N", "C", "S", "N", "C", "H", "H", "H", "H", "H", "H", "H", "H"], "coordinates": [[1.5360, -0.6827, -0.8665], [-1.0752, -2.1975, 2.9197], [0.5906, -2.1586, 2.0135], [2.0561, -2.1182, 3.1795], [0.6100, -3.5594, 0.7866], [0.5808, -0.6449, 1.0732], [0.5688, 0.5661, 1.4801], [0.4687, 0.9931, 2.8675], [0.3381, 2.2895, 3.2050], [0.3093, 3.3214, 2.2003], [0.4552, 3.0325, 0.8949], [0.6611, 1.6669, 0.4351], [0.9219, 1.3399, -0.7626], [1.1309, 2.2702, -2.2588], [2.5858, 3.4432, -2.0116], [-0.4820, 3.1661, -2.6403], [1.5246, 0.9633, -3.5293], [-1.1056, -3.0817, 3.5602], [-1.8858, -2.3099, 2.1945], [-1.2803, -1.3298, 3.5452], [2.4326, -3.1339, 3.3109], [1.8378, -1.6919, 4.1606], [2.8684, -1.5782, 2.6904], [0.2048, -4.4537, 1.2695], [1.6231, -3.7838, 0.4616], [0.0138, -3.3337, -0.0989], [0.5134, 0.2202, 3.6245], [0.2614, 2.5855, 4.2432], [0.1911, 4.3477, 2.5250], [0.4606, 3.8150, 0.1478], [2.4007, 4.2182, -1.2682], [2.8292, 3.9378, -2.9549], [3.4632, 2.8749, -1.7006], [-0.7183, 3.9573, -1.9286], [-1.2995, 2.4444, -2.6441], [-0.4243, 3.6163, -3.6341], [2.4063, 0.3739, -3.2565], [1.7304, 1.4187, -4.5007], [0.6983, 0.2593, -3.6498], [4.2141, -1.6142, -2.5819], [4.0264, -2.5143, -0.7874], [5.2201, -4.1278, -1.2627], [4.1870, -3.0685, 1.1558], [5.7422, -1.7740, -0.4914], [0.8949, -1.9434, -2.0133], [3.2630, -0.8529, -0.1165], [-4.6712, -0.2428, -2.7951], [-4.4910, -0.3576, -1.3643], [-3.2555, -0.3546, -0.8028], [-1.8428, -0.4294, -1.6631], [-3.2282, -0.3262, 0.5575], [-4.3655, -0.5351, 1.4186], [-5.6985, -0.5090, -3.0404], [-3.9901, -0.9286, -3.2927], [-4.4582, 0.7666, -3.1568], [-5.2644, -0.0743, -0.7854], [-2.3010, -0.4079, 0.9419], [-4.9158, -1.4441, 1.1549], [-5.0585, 0.3138, 1.4007], [-4.0089, -0.6388, 2.4408]]}

=====

{"formula": "C9H15N", "method": "ωB97M-V/def2-TZVPD", "e_homo_ha": -0.3166, "largest_force_ha_per_bohr": 0.0403, "orbital_gap_ev": 9.678, "smiles": "C[C@@H]1C[C@H]2C[C@@H]3[C@H]2[C@]3(N)C1", "elements": ["C", "C", "C", "C", "C", "C", "C", "C", "N", "C", "H", "H", "H", "H", "H", "H", "H", "H", "H", "H", "H", "H", "H", "H", "H"], "coordinates": [[2.2527, 0.5523, -0.6161], [1.5004, -0.1911, 0.4745], [0.8879, -1.5358, 0.0083], [-0.5402, -1.3975, -0.5860], [-1.6950, -1.3731, 0.4555], [-1.9549, 0.0483, 0.0280], [-0.8939, -0.0231, -1.0421], [-0.7081, 0.9219, 0.1103], [-0.8685, 2.3429, -0.2017], [0.4115, 0.6910, 1.0907], [3.2519, 0.0885, -0.9001], [2.4379, 1.5829, -0.2399], [1.6418, 0.6018, -1.5463], [2.2979, -0.3815, 1.2839], [0.8565, -2.2394, 0.8693], [1.5779, -1.9231, -0.7465], [-0.7591, -2.1328, -1.3427], [-2.5471, -2.0530, 0.2197], [-1.4095, -1.4601, 1.5291], [-2.9576, 0.5069, -0.0092], [-0.8185, 0.3514, -2.0752], [-1.1902, 2.7272, 0.7414], [-1.5752, 2.4890, -0.9157], [0.0272, 0.1513, 1.9770], [0.7742, 1.6550, 1.4338]]}